The following is a quantum chemistry calculation of a 11-piece molecular cluster, C40H88F15N5O20PS5 overall, from OMol25.

Properties
E_HOMO   -0.269 Ha
Net charge   +1
Energy above the lowest of the compared OMol25 structures with the same formula, charge and spin   130.5 kcal per mole
LUMO   -4.928 eV
Energy   -7184.89450 Ha

Atoms and positions in Å:
S  -7.1942  -1.1777  3.3934
S  -0.8426  -6.4884  8.9943
S  1.9668  -4.3473  -1.7821
S  -9.8332  -8.5979  10.3662
S  4.3949  -15.1781  4.8325
P  -8.3684  -17.5814  7.4342
F  0.8185  -7.1760  11.0232
F  2.0028  -15.5634  3.5271
F  -5.7634  -3.3576  3.1541
F  -8.9927  -9.0632  7.8751
F  1.7369  -5.9068  9.5320
F  2.8573  -13.4532  3.4463
F  -4.9463  -2.0794  4.6810
F  -9.2549  -10.8613  9.0917
F  1.3922  -1.8542  -2.5397
F  3.6967  -14.9766  2.1551
F  0.6119  -2.2327  -0.4244
F  2.8600  -1.8952  -0.8773
F  1.3252  -7.9878  9.1384
F  -6.6941  -3.2811  5.1074
F  -10.9310  -9.7621  8.2806
O  3.3053  -4.3759  -2.4056
O  -1.5617  -5.7642  10.0598
O  -8.2045  -1.9972  2.6342
O  -10.4011  -7.3281  9.8970
O  5.5162  -14.2256  4.7721
O  -7.7227  -0.4648  4.5432
O  6.2568  -9.1857  -2.5219
O  -8.4278  -8.4428  10.7673
O  -6.3176  -0.2989  2.5685
O  4.7936  -16.5522  4.5372
O  3.5599  -15.1124  6.0438
O  -0.5730  -19.3046  1.4539
O  -1.4332  -7.7968  8.6682
O  -4.0022  -8.2722  -1.7981
O  1.8242  -5.1895  -0.5908
O  -10.6899  -9.2832  11.3777
O  0.8674  -4.6474  -2.6346
O  -0.5887  -5.6058  7.8166
O  4.1418  0.5240  7.8882
O  -1.0320  -8.5147  1.8766
N  5.6185  -9.9969  -0.3938
N  2.5816  -1.2147  5.7783
N  -2.9605  -9.7536  3.9156
N  -2.1353  -17.9260  0.3381
N  -4.9985  -8.5258  -3.9041
C  1.1631  -1.0256  6.4616
C  -4.1649  -10.0367  4.8952
C  6.7376  -7.6479  -0.7310
C  -0.6783  -18.4749  0.5406
C  -1.7303  -10.4945  4.4739
C  -10.5108  -14.1927  4.1072
C  4.0726  -9.9535  -0.4497
C  -6.0550  -2.5760  4.1225
C  -6.9781  -17.9933  12.1749
C  -2.7773  -8.2007  3.6711
C  -6.3432  -21.1062  8.2642
C  -7.0624  -18.7584  7.4756
C  -11.8304  -19.2785  6.0516
C  3.7283  -0.7956  8.1480
C  -9.2634  -15.0316  4.3160
C  -10.3988  -18.9170  6.0754
C  -3.8378  -8.4531  -2.9638
C  1.6836  -2.3950  -1.3139
C  -6.7978  -17.4240  10.7578
C  -1.3964  -7.8566  3.0590
C  3.1158  -14.7836  3.3714
C  3.6512  -1.6520  6.8525
C  -12.1348  -19.9198  4.7729
C  6.3107  -8.9825  -1.3214
C  -7.4966  -20.0772  8.2086
C  2.9517  0.0805  5.0242
C  -5.8255  -9.8120  -3.6408
C  -3.3034  -10.4123  2.4982
C  -2.7129  -17.3219  1.6445
C  -9.7338  -9.6340  8.8076
C  2.4124  -2.2708  4.6377
C  -8.1208  -16.9087  10.2903
C  -8.1453  -16.4030  8.7863
C  -8.0600  -16.5510  5.9093
C  -2.5291  -8.9528  -3.5648
C  0.4779  -17.9198  -0.2332
C  -5.9276  -21.5893  6.8516
C  -9.9888  -18.2088  7.4014
C  0.9061  -6.9331  9.7105
C  -9.0545  -15.3396  5.8200
H  -2.6572  -18.0681  2.4371
H  -7.0902  -17.2415  12.9561
H  2.1943  -3.1890  5.1832
H  -2.5401  -9.9562  -3.9904
H  -1.9640  -11.5537  4.5814
H  -6.1446  -18.6187  12.4946
H  -0.4760  -7.9029  1.3885
H  -6.7121  -21.9452  8.8541
H  -2.3405  -10.4514  1.9889
H  -11.7103  -20.9203  4.6906
H  -3.8165  -9.6006  5.8314
H  3.7586  -10.8281  0.1200
H  -8.0864  -17.1818  5.0208
H  -6.1091  -9.7874  -2.5886
H  -9.0049  -15.7417  8.6775
H  -6.1359  -16.5599  10.7006
H  -6.7833  -18.9126  6.4333
H  -2.1090  -16.4533  1.9070
H  -10.1270  -18.6998  8.3646
H  -6.7644  -9.7643  -4.1924
H  3.7151  -9.8506  -1.4743
H  -5.7444  -7.8486  -3.8337
H  -1.3374  -6.7880  2.8524
H  -1.5869  -10.0407  5.4545
H  -1.8794  -8.8677  -2.6938
H  4.0137  -0.0530  4.8181
H  -11.3482  -14.7575  4.5168
H  -7.0502  -16.1648  6.0483
H  4.6614  -1.6675  6.4433
H  -9.8219  -19.8246  5.8975
H  2.8149  0.9840  5.6183
H  5.9994  -10.8929  -0.6626
H  3.3068  -2.4111  4.0307
H  -8.7742  -14.4502  6.3844
H  0.6779  -18.3446  -1.2169
H  -13.2080  -20.1038  4.7216
H  3.3394  -2.6819  7.0265
H  -2.6922  -18.6829  -0.0320
H  1.2567  -0.1213  7.0630
H  0.3855  -16.8494  -0.4174
H  -12.4061  -18.3585  6.1536
H  1.5588  -1.9170  4.0594
H  -8.9090  -17.6473  10.4357
H  -4.2739  -11.1196  4.9536
H  -2.1197  -17.2780  -0.4364
H  -5.2772  -20.8083  6.4578
H  -5.2291  -10.6778  -3.9286
H  -2.1854  -8.1764  -4.2483
H  -4.6523  -8.4033  -4.8450
H  0.3852  -0.9829  5.6993
H  3.7341  -9.1132  0.1564
H  -10.5586  -17.2926  7.5567
H  -3.7576  -17.1153  1.4118
H  -7.7762  -18.7289  12.2748
H  4.4239  0.9094  8.7209
H  -6.2803  -18.2075  7.9980
H  -8.4107  -16.0074  10.8304
H  -8.3389  -20.6044  7.7606
H  2.3470  0.1799  4.1227
H  1.0328  -1.8360  7.1788
H  -3.6362  -7.9161  3.0633
H  2.8284  -0.6464  8.7445
H  -7.3425  -15.7144  8.5227
H  -5.3016  -22.4771  6.9416
H  -7.7359  -19.7279  9.2130
H  -9.3181  -15.9212  3.6886
H  -2.9446  -7.6645  4.6052
H  -5.3881  -20.8427  8.7185
H  -3.5907  -11.4622  2.5561
H  -6.4183  -18.1987  10.0916
H  6.0286  -9.9322  0.5269
H  -8.4149  -14.4393  3.9734
H  -6.7898  -21.8125  6.2231
H  1.3731  -17.9108  0.3886
H  -0.5209  -7.9824  3.6960
H  -11.9583  -19.3652  3.8513
H  4.4277  -1.2529  8.8478
H  -5.0855  -9.5393  4.5898
H  -12.0335  -19.9102  6.9163
H  -10.2595  -18.2612  5.2160
H  7.3498  -7.1624  -1.4910
H  -9.9133  -15.7163  6.3755
H  -10.4366  -13.2616  4.6689
H  7.4886  -7.7009  0.0572
H  -0.9522  -10.3334  3.7277
H  5.9492  -6.9847  -0.3749
H  -4.1652  -9.8460  2.1450
H  -10.8004  -14.0286  3.0692

Force components x, y, z for each atom (eV/Å):
S -1.10 0.53 -1.34
S -1.88 1.67 0.00
S 1.31 -0.35 0.83
S -0.07 2.32 2.73
S 0.72 -1.32 1.74
P 1.56 2.37 -0.92
F 0.14 0.10 0.17
F 0.64 1.24 -0.96
F 1.13 -2.12 -1.71
F 0.96 0.01 -0.39
F 0.69 0.17 -0.10
F -1.08 -0.68 -0.44
F 0.41 -0.09 -0.08
F 0.25 -0.35 -0.42
F 0.07 0.18 2.01
F -1.08 -0.25 0.32
F 2.35 0.38 -1.55
F -1.60 0.29 0.22
F 1.63 -2.26 -1.47
F 0.42 0.27 -0.82
F -1.27 -0.65 -0.51
O -1.42 0.49 0.94
O 1.51 -1.10 -0.99
O 2.21 1.28 1.30
O 0.12 -1.56 -0.31
O -1.92 -0.39 -0.69
O 0.25 -0.76 -0.11
O 0.24 -0.45 3.43
O -0.98 -1.04 -0.68
O -0.76 -2.03 0.88
O -0.47 0.77 -0.71
O 0.35 0.73 -1.74
O -0.92 3.15 -3.60
O 1.00 0.69 -0.04
O -0.62 0.42 -1.29
O 0.88 0.83 0.79
O 1.34 0.14 -2.31
O -1.31 0.49 -1.78
O 0.49 -1.52 1.14
O 0.58 0.36 -1.02
O -0.64 -0.95 -1.08
N 0.27 0.24 -0.75
N -0.67 0.91 -0.70
N -1.57 -1.47 -1.08
N 1.14 0.16 0.50
N -1.64 -0.69 -0.10
C 1.97 -0.20 0.19
C 1.69 0.78 -0.56
C 1.42 -0.45 0.02
C 1.15 -3.34 3.95
C -1.23 1.34 -0.36
C -0.61 -0.41 0.33
C 0.77 0.12 1.23
C -2.45 2.80 1.72
C 0.90 -0.53 0.37
C 0.69 -1.25 -0.13
C -0.25 -0.83 -0.66
C -0.59 -1.35 -0.21
C -0.18 0.82 1.02
C -0.60 0.10 0.39
C -0.45 0.85 0.47
C 1.05 0.45 0.95
C 1.20 -1.54 1.65
C -0.26 -2.81 -1.28
C -0.28 -0.14 0.69
C 0.51 1.09 0.68
C 2.60 -0.02 2.11
C -1.15 0.60 0.01
C -1.90 -1.60 -1.33
C -1.02 1.83 -3.12
C 2.08 0.75 0.25
C 0.38 -0.54 0.84
C 0.31 0.17 -0.26
C 0.60 0.43 2.03
C 0.05 -0.62 -0.92
C -0.33 0.81 1.75
C -0.07 0.28 1.95
C -0.70 0.79 -1.86
C -0.86 -0.14 0.63
C -0.10 0.62 1.50
C -0.35 1.58 0.87
C -0.08 1.34 -0.07
C 0.07 0.21 0.97
C -0.69 0.08 -0.31
C -3.41 2.19 0.81
C 0.37 -1.64 -0.65
H 0.19 -0.06 -0.30
H -0.19 0.13 -0.23
H -0.23 -0.14 -0.39
H -0.22 0.19 -0.08
H -0.12 0.15 -0.09
H 0.50 0.32 -0.16
H 0.05 -0.01 -0.23
H -0.03 -0.12 -0.03
H -0.51 0.89 -0.60
H 0.36 0.06 -0.11
H -0.32 -0.22 0.19
H -0.17 -0.20 -0.59
H -0.09 0.01 0.07
H 0.45 -0.05 -0.01
H -0.35 0.04 0.08
H 0.49 -0.27 0.33
H 0.26 -0.24 0.03
H -0.22 -0.04 -0.15
H -0.23 -0.77 -0.23
H 0.32 0.09 -0.34
H 0.35 -0.33 0.15
H 0.17 1.21 0.72
H -0.78 0.26 0.28
H 0.67 -0.13 -0.10
H 0.28 -0.41 -0.25
H -0.14 0.31 -0.37
H -0.20 0.11 0.19
H 0.28 -0.24 -0.14
H -0.26 0.18 -0.58
H 0.35 0.02 0.10
H 0.02 -0.38 0.32
H -0.38 -0.74 -0.77
H 0.02 0.42 0.21
H 0.49 -0.08 -0.15
H -0.21 -0.49 0.19
H -0.19 -0.10 0.00
H 0.17 0.08 0.55
H -0.39 -0.70 0.38
H -0.23 0.12 -0.37
H -0.61 0.21 -0.12
H -0.24 0.01 0.19
H 0.22 -0.29 -0.06
H -0.14 -0.03 -0.01
H -0.02 0.20 0.04
H 0.00 0.79 -0.04
H -0.22 -0.04 -0.60
H -0.16 0.11 0.19
H 0.18 -0.27 -0.47
H 0.08 -0.52 -0.64
H 0.23 0.04 0.14
H 0.27 0.26 -0.29
H -0.46 0.09 -0.26
H 0.18 0.33 0.20
H -0.55 0.36 -0.39
H 0.04 0.17 0.00
H 0.35 -0.43 -0.04
H 0.01 -0.21 0.39
H -0.16 0.44 -0.11
H 0.11 -0.31 0.08
H -0.20 -0.26 -0.39
H 0.27 -0.10 -0.37
H -0.63 -1.00 -0.39
H 0.52 -0.34 0.14
H -0.13 -0.07 -0.07
H -0.35 -0.46 0.20
H 0.06 -0.25 0.25
H 0.47 -0.26 0.29
H -0.37 0.78 0.46
H -0.21 0.03 0.88
H 0.10 -0.04 0.04
H -0.46 0.64 0.89
H 0.32 -0.17 -0.03
H 0.12 0.10 -0.19
H -0.07 -0.82 0.11
H -0.60 -0.29 1.09
H 0.54 0.29 0.24
H 0.19 -0.58 -0.33
H 0.23 -0.01 -0.29
H -0.38 -0.15 -0.10
H 0.50 0.26 0.10
H -0.64 0.13 -0.39
H -0.83 0.43 -0.72
H -0.13 0.11 -0.24
H -0.28 -0.61 0.53
H 0.25 -0.04 0.52
H -0.37 -0.29 -0.27
H 0.60 0.08 -0.62
H 0.44 0.26 -0.04